1.
A molecular structure, C22H15N2O5S2Ta in a non-equilibrium geometry. Source: the OMol25 dataset; level of theory: ωB97M-V/def2-TZVPD.

electronic energy	-59482.165	eV
LUMO	-8.3	eV
HOMO level	-13.73	eV
net charge	+2

```
47
Properties=species:S:1:pos:R:3:forces:R:3
Ta 1.0525 -1.5744 0.7566 -0.818 1.035 -2.157
C 2.1684 -4.9519 -1.8464 0.040 0.058 -0.016
C 2.1776 -3.6807 -1.2763 -0.067 0.045 -0.094
N 1.0701 -3.1244 -0.7829 0.181 -0.234 0.315
C -0.0953 -3.8367 -0.8187 -0.051 0.378 0.253
C -0.1873 -5.1121 -1.3416 0.032 -0.399 -0.302
C 0.9969 -5.6673 -1.8746 -0.097 -0.096 -0.006
C -1.4514 -5.8027 -1.3081 0.208 0.052 -0.029
C -2.5375 -5.2183 -0.7631 -0.040 0.218 0.073
C -2.4443 -3.8990 -0.1920 -0.562 -0.070 0.015
C -3.5237 -3.2239 0.4215 -0.048 -0.160 -0.046
C -3.3437 -1.9764 0.9677 0.057 0.126 0.019
C -2.0763 -1.3960 0.9452 -0.094 -0.061 -0.043
N -1.0446 -2.0114 0.3689 0.144 -0.168 0.327
C -1.2374 -3.2295 -0.2156 0.520 0.025 -0.035
H 3.0884 -5.3584 -2.2409 -0.011 0.001 -0.012
H 3.0929 -3.1043 -1.2221 0.002 0.007 0.044
H 0.9771 -6.6659 -2.2946 -0.006 0.016 0.002
H -1.5071 -6.8009 -1.7217 0.003 0.013 -0.021
H -3.4905 -5.7299 -0.7378 0.005 0.011 0.010
H -4.4956 -3.7013 0.4642 0.012 0.008 -0.006
H -4.1577 -1.4427 1.4364 -0.007 -0.014 -0.008
H -1.8893 -0.4295 1.3963 0.017 -0.019 0.051
O 0.8241 -1.3358 2.7179 0.393 -0.527 0.188
S 1.6600 -2.7004 2.8096 0.065 0.193 0.033
O 2.2303 -3.0192 4.0397 0.047 0.014 0.040
O 2.6802 -2.2721 1.6268 -0.386 -0.165 0.615
O 0.7662 -3.5711 2.0341 0.177 -0.295 0.491
C -0.4969 8.9148 1.1486 0.077 -0.180 -0.106
C -0.3833 7.4711 0.7270 -0.210 0.348 0.213
O -1.0719 6.5813 1.1190 0.076 -0.174 -0.162
S 1.0169 7.2535 -0.4186 0.150 -0.068 -0.198
C 1.0468 5.5118 -0.6197 0.028 -0.063 0.039
C 2.2683 4.8446 -0.4386 -0.038 0.071 -0.020
C 2.3124 3.4739 -0.4448 0.010 -0.039 -0.036
C 1.1229 2.7419 -0.6598 -0.091 0.148 0.220
C -0.0792 3.4181 -0.9707 0.043 0.023 -0.045
C -0.1061 4.7902 -0.9631 0.054 0.019 -0.019
C 1.1028 1.3800 -0.4282 0.127 -0.467 -0.360
C 1.0856 0.1482 -0.2205 0.223 0.342 0.410
H -1.5434 9.1504 1.3259 -0.012 -0.015 0.001
H -0.0705 9.5882 0.4070 -0.013 0.009 0.014
H 0.0525 9.0322 2.0839 0.001 0.015 0.011
H 3.1697 5.4156 -0.2598 -0.030 0.003 0.062
H 3.2443 2.9528 -0.2735 -0.019 -0.008 0.072
H -0.9665 2.8535 -1.2235 -0.005 -0.003 0.070
H -1.0070 5.3140 -1.2391 -0.087 0.047 0.134
```
Forces are in eV/Å.



2.
A molecular structure, C22H15O4S4TeV in a non-equilibrium geometry. Source: the OMol25 dataset; level of theory: ωB97M-V/def2-TZVPD.

electronic energy	-107568.469	eV
LUMO (alpha / beta)	-1.7 / -0.9	eV
ΔE to the lowest compared entry with this formula, charge and spin	0.0	kcal per mole
2S+1	3
HOMO level (alpha / beta)	-7.85 / -7.74	eV
net charge	0

```
47
Properties=species:S:1:pos:R:3:forces:R:3
V -0.3187 0.4059 0.7242 0.097 2.578 1.837
O -1.4921 -5.9360 -0.2444 -0.030 2.187 1.505
C -1.4368 -4.8322 0.2929 -0.102 -1.755 -1.345
S 0.0445 -4.1429 0.9815 0.666 -1.939 0.209
C -0.4931 -2.5609 1.1328 -2.279 1.667 -0.747
C -1.7692 -2.2696 0.5975 2.176 -1.209 1.167
S -2.1630 -0.7098 0.1079 -1.172 0.385 -0.078
S -2.7947 -3.6767 0.4326 -0.034 -0.156 -0.863
S 0.5030 -1.3585 1.8288 0.523 -0.401 -0.056
Te 0.7322 0.8353 -1.8268 0.062 -0.240 -0.341
C 2.7267 1.4366 -2.3402 -0.814 -0.805 1.348
C 3.1816 0.7935 -3.4359 2.461 -0.432 -2.860
C 4.5721 0.9401 -3.8364 -1.681 -0.101 0.417
C 5.3951 1.7086 -3.0217 0.487 -0.157 -0.817
C 4.8819 2.3767 -1.9254 -0.320 -0.246 0.066
C 3.5669 2.1940 -1.5401 -0.186 0.919 0.308
C 0.8786 -1.2416 -2.3535 0.310 -1.177 0.287
C -0.2546 -1.7919 -2.9798 0.386 0.049 -0.386
C -0.2073 -3.0712 -3.5699 -0.395 0.766 0.460
C 0.9916 -3.7948 -3.5210 0.067 -0.315 -0.727
C 2.0856 -3.3389 -2.7817 -0.113 1.389 0.151
C 2.0176 -2.0637 -2.1330 -0.549 -0.390 -0.683
H 2.5440 0.2141 -4.1238 0.228 0.268 0.631
H 4.8825 0.4837 -4.7937 0.019 0.244 0.847
H 6.4642 1.8764 -3.2039 -0.520 -0.295 -0.359
H 5.5633 3.0351 -1.4241 -0.056 0.192 0.588
H 3.1594 2.7260 -0.6845 0.174 -0.157 0.010
H -1.1544 -1.1768 -3.0993 0.318 -0.316 0.065
H -1.1500 -3.3952 -4.0657 1.138 -0.078 0.261
H 1.1335 -4.6787 -4.1744 -0.324 0.430 0.771
H 3.0426 -3.8885 -2.8186 -0.725 0.284 0.335
H 2.8542 -1.7325 -1.5117 -0.237 0.055 -0.389
O -2.2477 1.8441 5.9654 1.433 -1.026 0.084
C -2.9941 2.2100 4.9541 -0.583 0.907 -0.613
C -4.3963 2.3640 5.1994 1.052 0.214 -0.765
C -5.1821 2.7961 4.1546 0.221 -0.283 -0.213
C -4.6783 3.1687 2.8859 1.635 -0.367 1.696
C -3.2990 3.0501 2.6855 -0.071 -0.388 -0.206
C -2.4118 2.4965 3.6640 -1.935 -0.506 0.258
C -1.0838 1.8873 3.3870 0.289 0.793 0.503
O -0.7021 1.8361 2.1294 0.300 -1.234 -0.654
O -0.3884 1.5012 4.3556 -0.305 -0.055 -1.475
H -1.3255 1.5886 5.5369 -0.971 0.530 0.561
H -4.7978 2.1518 6.1966 0.235 -0.042 -0.523
H -6.2378 2.7794 4.3086 -0.673 0.326 0.066
H -5.3398 3.5920 2.1719 -0.269 0.184 -0.653
H -2.9026 3.3686 1.7165 0.064 -0.295 0.322
```
Forces are in eV/Å.



3.
A molecular structure, C22H16AuBrF3O8S2Te in a non-equilibrium geometry. Source: the OMol25 dataset; level of theory: ωB97M-V/def2-TZVPD.

electronic energy	-150304.923	eV
LUMO	0.8	eV
ΔE to the lowest compared entry with this formula, charge and spin	44.5	kcal per mole
HOMO level	-4.78	eV
net charge	-1

```
54
Properties=species:S:1:pos:R:3:forces:R:3
Au -2.2802 -0.6852 0.4701 0.576 2.127 0.307
O 0.6005 2.8842 0.3905 -0.227 -0.086 0.494
S -0.3286 2.0211 -0.3023 0.000 0.780 -0.211
O 0.2910 1.2851 -1.3622 -0.546 -0.043 -0.653
O -1.1047 1.1864 0.6872 -0.088 -0.929 -0.258
C -1.5707 3.1742 -0.9376 -0.060 -0.092 0.420
C -1.1669 4.5019 -0.9841 -0.026 0.031 -0.065
C -2.0852 5.5139 -1.2244 0.106 -0.020 -0.050
C -3.4225 5.2074 -1.3986 -0.083 0.006 0.041
C -3.8285 3.8828 -1.3973 0.013 -0.007 -0.058
C -2.9102 2.8662 -1.1764 0.064 0.205 -0.103
S -3.5263 1.2105 -1.3214 0.200 -0.151 -0.262
O -2.3971 0.4089 -1.7827 -0.221 -0.037 -0.132
O -4.6416 1.2817 -2.2176 -0.294 0.036 0.283
O -3.8809 0.7888 0.0841 0.147 -0.353 -0.229
H -0.1282 4.7282 -0.7941 -0.010 0.024 0.044
H -1.7526 6.5436 -1.2591 0.010 -0.003 0.039
H -4.1525 5.9960 -1.5291 0.002 -0.013 -0.083
H -4.8580 3.6126 -1.5863 -0.008 0.014 -0.001
C 3.3977 -1.7723 0.2022 -0.043 -0.279 0.222
Te 1.7794 -0.3781 0.4357 0.808 -0.687 0.314
C 3.2789 1.0974 0.1196 -0.107 0.255 -0.084
C 4.6167 0.4137 0.1732 0.011 -0.030 -0.004
C 5.8011 1.1497 0.2065 -0.047 -0.020 -0.009
C 7.0306 0.5159 0.2538 0.031 -0.029 0.000
C 7.0919 -0.8729 0.2562 0.033 0.032 0.007
C 5.9219 -1.6117 0.2228 -0.035 0.016 0.023
C 4.6789 -0.9808 0.1973 -0.034 0.061 0.006
H 3.2756 -2.3375 -0.7226 -0.023 0.081 -0.044
H 3.3734 -2.4924 1.0209 0.124 0.005 0.007
H 3.1771 1.8675 0.8816 0.033 -0.019 0.015
H 3.0770 1.5728 -0.8406 0.124 -0.032 -0.035
H 5.7493 2.2323 0.2028 -0.004 0.005 -0.005
H 7.9410 1.1011 0.2943 0.003 0.001 -0.014
H 8.0504 -1.3756 0.2959 0.001 -0.003 -0.015
H 5.9662 -2.6949 0.2285 -0.010 -0.006 0.018
F -6.4993 -2.0711 2.3480 0.009 0.007 0.030
C -5.6658 -1.2466 1.6785 0.061 -0.027 0.071
F -4.9634 -0.5679 2.5933 -0.008 0.027 -0.033
F -6.4174 -0.3826 1.0006 -0.042 -0.025 -0.002
C -4.7732 -2.1015 0.7324 0.181 0.116 0.057
O -5.3236 -2.7164 -0.1340 0.013 -0.067 -0.093
O -3.4941 -2.1573 1.0584 -0.341 -0.292 -0.142
Br 0.6034 -6.5022 0.4137 0.004 -0.040 -0.002
C 0.0015 -4.7032 0.4354 0.029 0.073 -0.047
C -0.3356 -4.0865 -0.7599 0.155 -0.003 0.069
C -0.7908 -2.7779 -0.7371 0.052 0.204 -0.195
C -0.9098 -2.1106 0.4718 -0.654 -0.941 0.202
C -0.5677 -2.7304 1.6577 0.108 0.117 0.207
C -0.0942 -4.0372 1.6433 0.139 0.069 -0.051
H -0.2712 -4.6257 -1.6944 0.052 0.014 -0.009
H -1.0569 -2.2811 -1.6629 -0.104 -0.036 0.010
H -0.6746 -2.2113 2.6014 -0.087 -0.040 0.000
H 0.1688 -4.5334 2.5668 0.017 0.005 0.003
```
Forces are in eV/Å.



4.
A molecular structure, C22H16CoF5N3O6S2. Source: the OMol25 dataset; level of theory: ωB97M-V/def2-TZVPD.

electronic energy	-112718.320	eV
LUMO (alpha / beta)	4.3 / 4.3	eV
ΔE to the lowest compared entry with this formula, charge and spin	0.3	kcal per mole
2S+1	2
HOMO level (alpha / beta)	-2.33 / -2.43	eV
net charge	-2

```
55
Properties=species:S:1:pos:R:3:forces:R:3
Co -0.1467 0.1878 -0.1706 -0.175 0.140 0.181
C 1.0297 5.8283 5.5378 0.000 0.028 0.032
C 0.5364 4.5392 4.9342 -0.020 -0.037 0.016
C -0.1608 3.6088 5.7003 0.019 0.038 -0.002
C -0.5995 2.4154 5.1451 -0.015 -0.054 -0.038
C -0.3533 2.1400 3.8079 -0.018 -0.065 0.038
C 0.3528 3.0487 3.0343 0.023 0.047 -0.033
C 0.7866 4.2401 3.5987 0.017 0.006 -0.010
S -0.9889 0.6279 3.0614 0.109 -0.067 -0.028
O -0.9683 -0.3282 4.1597 0.036 0.047 0.014
O -2.2963 0.9900 2.5623 -0.032 0.020 -0.074
N -0.0062 0.2759 1.9007 -0.112 -0.017 -0.193
C 1.2826 -0.2462 2.3395 0.066 -0.049 0.069
C 2.0939 -0.8230 1.1780 0.054 0.087 -0.007
O 3.1709 -1.3643 1.4411 -0.014 -0.039 -0.002
O 1.5951 -0.6997 0.0053 -0.142 0.041 0.063
H 0.5946 5.9899 6.5256 0.003 0.001 -0.004
H 0.7714 6.6849 4.9117 -0.004 -0.008 -0.009
H 2.1171 5.8255 5.6505 0.000 -0.012 -0.006
H -0.3605 3.8218 6.7462 0.002 0.003 0.000
H -1.1302 1.6800 5.7367 0.004 0.020 0.008
H 0.5543 2.8211 1.9938 -0.006 0.010 0.034
H 1.3338 4.9487 2.9847 -0.005 -0.005 -0.004
H 1.1742 -1.0422 3.0808 -0.005 0.008 0.002
H 1.9102 0.5292 2.8054 -0.009 -0.013 -0.019
S -1.3438 -4.2673 0.0882 0.026 -0.034 -0.005
C -2.7500 -3.3332 0.4023 -0.038 0.075 0.022
C -2.4598 -2.0130 0.2928 0.007 -0.038 0.010
N -1.1563 -1.7440 -0.0402 -0.002 -0.113 -0.022
C -0.4551 -2.8242 -0.1782 -0.050 0.100 0.010
H -3.6956 -3.7821 0.6553 0.018 -0.027 -0.001
H -3.1349 -1.1778 0.4210 -0.014 -0.035 0.001
H 0.5958 -2.7951 -0.4305 -0.005 -0.059 -0.005
F 0.3955 -1.2130 -2.5373 -0.001 -0.007 -0.023
C 0.1096 0.0970 -2.1234 -0.058 -0.025 0.098
F 1.1983 0.8362 -2.5748 0.019 0.016 -0.019
C -1.0152 0.5004 -3.0867 0.048 -0.036 -0.128
F -2.1609 -0.1382 -2.8062 0.015 0.014 -0.021
F -0.7299 0.2076 -4.3911 -0.039 0.033 0.103
F -1.2625 1.8226 -3.0642 -0.006 -0.011 -0.014
O 0.0708 2.9828 -0.1887 0.006 0.087 -0.004
C -1.1278 2.7439 -0.1885 -0.092 0.084 -0.090
N -1.6907 1.5096 -0.2674 0.400 -0.194 0.007
C -3.0522 1.6083 -0.2210 0.112 -0.182 0.020
O -3.8768 0.7134 -0.2818 -0.038 0.054 -0.012
C -3.4078 3.0715 -0.1060 -0.043 0.128 -0.008
C -4.6229 3.7161 -0.0215 0.017 -0.038 -0.016
C -4.6090 5.1073 0.0713 -0.049 0.007 0.008
C -3.4105 5.8133 0.0799 0.005 0.049 0.000
C -2.1883 5.1483 -0.0048 0.010 -0.048 0.016
C -2.2196 3.7736 -0.0986 -0.049 0.093 0.045
H -5.5493 3.1555 -0.0245 0.007 -0.017 0.003
H -5.5447 5.6508 0.1431 0.004 -0.001 0.000
H -3.4330 6.8946 0.1579 0.006 -0.004 0.000
H -1.2457 5.6812 0.0078 0.006 -0.004 -0.002
```
Forces are in eV/Å.